DFT (the ωB97M-V functional and the def2-TZVPD basis) results for 13 unconnected molecules or ions with the total composition C36H77IN15O27S at a distorted geometry.

The max |F| is 5.554 eV/A. For the orbital gap, the calculation gives 7.4 eV. The value obtained for the molar mass is 1311.1 g mol⁻¹. Its net charge is +1. As for the HOMO energy: -11.67 eV.

Each atom is followed by the atoms it is bonded to, with distances in Å.
Atoms and positions in Å:
1 I -2.43558 -2.20545 -5.69232  C72 2.205
2 S -0.41068 2.56351 -1.05697  C70 1.867, H125 1.391
3 O -4.79218 -6.50620 3.70754  N33 1.224
4 O -5.29085 -2.64140 -1.08393  N35 1.223
5 O 3.51526 0.64275 9.71640  N30 1.217
6 O -5.39630 0.20777 -7.71124  N44 1.221
7 O 2.05453 7.55045 10.41930  N34 1.221
8 O 3.85566 -8.92210 -1.76381  N37 1.219
9 O 0.03607 -1.70581 3.04013  C69 1.263
10 O -1.40728 3.05136 8.18820  N32 1.219
11 O 2.69511 5.88001 -1.09458  N43 1.221
12 O 1.51608 -3.06096 1.79484  N39 1.388, C69 1.435
13 O 2.31549 -8.77812 -3.28988  N37 1.221
14 O -5.62006 -4.53077 3.28810  N33 1.226
15 O 6.80025 8.33752 0.25448  N36 1.220
16 O 6.00657 10.30840 -0.19944  N36 1.220
17 O -7.23105 -2.40915 -0.13434  N35 1.218
18 O -8.53109 1.01279 1.71088  N40 1.223
19 O 7.50062 -1.07560 1.65930  N38 1.222
20 O 2.73423 4.59283 -2.84545  N43 1.221
21 O -0.10282 7.68544 10.64112  N34 1.220
22 O -6.98279 -0.80575 -6.62611  N44 1.220
23 O 9.44735 -1.34122 0.73212  N38 1.218
24 O 0.39582 2.33828 -6.48218  N42 1.223
25 O 1.20118 0.43589 -7.16408  N42 1.221
26 O 1.96600 0.79763 8.20100  N30 1.225
27 O 1.51668 -4.64505 -0.22121  C73 1.259
28 O -10.68775 1.15443 1.93854  N40 1.218
29 O 0.17672 4.07427 7.10692  N32 1.224
30 N 2.58887 1.21248 9.17107  O5 1.217, O26 1.225, C57 1.487
31 N -1.33587 -3.64377 -0.09852  C58 1.457, C64 1.497, H148 1.028
32 N -0.50222 3.09153 7.37249  O10 1.219, O29 1.224, C67 1.485
33 N -5.71682 -5.73879 3.47431  O3 1.224, O14 1.226, C79 1.486
34 N 0.91358 7.17183 10.20489  O7 1.221, O21 1.220, C46 1.486
35 N -6.11329 -2.02149 -0.42494  O4 1.223, O17 1.218, C80 1.487
36 N 5.89078 9.11074 0.00130  O15 1.220, O16 1.220, C45 1.486
37 N 2.93162 -8.35647 -2.32359  O8 1.219, O13 1.221, C76 1.486
38 N 8.62983 -0.70477 1.37340  O19 1.222, O23 1.218, C50 1.486
39 N 2.32476 -2.59245 0.76899  O12 1.388, C54 1.502, C73 1.496
40 N -9.67610 0.63688 1.50032  O18 1.223, O28 1.218, C63 1.486
41 N -1.52879 -0.03434 -1.79934  C52 1.465, C60 1.491, C70 1.460
42 N 0.72428 1.54408 -7.35164  O24 1.223, O25 1.221, C48 1.486
43 N 2.22032 5.43761 -2.12919  O11 1.221, O20 1.221, C59 1.487
44 N -6.07934 -0.76902 -7.44448  O6 1.221, O22 1.220, C55 1.486
45 C 4.52199 8.53594 -0.06730  N36 1.486, H109 1.089, H116 1.089, H149 1.089
46 C 0.74215 5.97879 9.33496  N34 1.486, H96 1.089, H126 1.089, H135 1.090
47 C -0.34938 -3.27662 -3.52425  C72 1.605, H84 1.141, H92 1.141, H139 1.159
48 C 0.52314 1.97111 -8.76117  N42 1.486, H122 1.089, H141 1.089, H152 1.090
49 C -0.03423 0.08072 0.40758  C51 1.598, C70 1.580, C77 1.548
50 C 9.03608 0.64217 1.85305  N38 1.486, H103 1.090, H145 1.088, H150 1.089
51 C 0.86451 0.97713 1.37836  C49 1.598, C56 1.623, H115 1.146, H134 1.157
52 C -1.79008 -1.46051 -1.59177  N41 1.465, C58 1.579, C66 1.597
53 C 5.18686 -0.09145 -1.19165  C78 1.604, H100 1.147, H140 1.142, H142 1.151
54 C 3.72493 -2.62633 1.31202  N39 1.502, H118 1.143, H151 1.141, H156 1.153
55 C -5.78734 -2.02768 -8.17897  N44 1.486, H110 1.090, H132 1.089, H146 1.089
56 C -0.00832 1.88848 2.39867  C51 1.623, H107 1.146, H121 1.148, H137 1.156
57 C 2.18353 2.52603 9.73723  N30 1.487, H85 1.090, H124 1.089, H130 1.088
58 C -1.15871 -2.22146 -0.36091  N31 1.457, C52 1.579, C77 1.568
59 C 0.90054 5.97031 -2.55961  N43 1.487, H87 1.089, H97 1.090, H143 1.089
60 C -2.08576 0.68841 -2.97805  N41 1.491, C65 1.605, H88 1.159, H98 1.147
61 C 2.92868 0.86488 -3.13598  C68 1.614, C74 1.625, H94 1.145, H104 1.145
62 C 0.41390 0.43893 -4.04563  C65 1.607, C74 1.642, H108 1.140, H131 1.157
63 C -9.85299 -0.55685 0.63314  N40 1.486, H91 1.089, H119 1.089, H153 1.090
64 C -2.11696 -3.92098 1.14860  N31 1.497, C75 1.618, H101 1.148, H155 1.159
65 C -1.01970 1.16332 -4.07986  C60 1.605, C62 1.607, H95 1.158, H106 1.142
66 C -2.71024 -2.34618 -2.55071  C52 1.597, C72 1.609, H128 1.156, H136 1.156
67 C -0.20156 1.83491 6.64009  N32 1.485, H112 1.090, H144 1.087, H154 1.088
68 C 3.22160 1.65716 -1.76034  C61 1.614, C78 1.606, H93 1.153, H147 1.160
69 C 0.46900 -2.08671 1.91685  O9 1.263, O12 1.435, C77 1.600
70 C -0.71656 0.73255 -0.85951  S2 1.867, N41 1.460, C49 1.580
71 C 2.81682 -3.12482 -1.76039  C73 1.618, H127 1.141, H129 1.147, H157 1.148
72 C -1.92973 -3.09749 -3.74052  I1 2.205, C47 1.605, C66 1.609, H81 1.157
73 C 2.15020 -3.56537 -0.35347  O27 1.259, N39 1.496, C71 1.618
74 C 1.64555 1.51447 -3.89244  C61 1.625, C62 1.642, H102 1.156, H105 1.153
75 C -3.04385 -5.24483 1.06316  C64 1.618, H86 1.156, H113 1.156, H133 1.141
76 C 2.52314 -7.03615 -1.77655  N37 1.486, H83 1.089, H89 1.089, H111 1.088
77 C -0.24673 -1.43400 0.64288  C49 1.548, C58 1.568, C69 1.600
78 C 4.69618 1.43542 -1.16270  C53 1.604, C68 1.606, H90 1.157, H123 1.144
79 C -7.07903 -6.33026 3.41279  N33 1.486, H82 1.089, H99 1.088, H117 1.089
80 C -5.72127 -0.67489 0.06889  N35 1.487, H114 1.090, H120 1.089, H138 1.090
81 H -2.36911 -4.16722 -3.78983  C72 1.157
82 H -7.28335 -6.78585 4.38107  C79 1.089
83 H 2.21846 -7.18807 -0.74216  C76 1.089
84 H 0.17379 -2.36481 -3.96669  C47 1.141
85 H 3.04456 3.19069 9.67386  C57 1.090
86 H -4.15401 -4.94914 1.19208  C75 1.156
87 H 0.56580 6.70819 -1.83255  C59 1.089
88 H -2.58545 1.64810 -2.56291  C60 1.159
89 H 3.38455 -6.37253 -1.84173  C76 1.089
90 H 4.64765 1.74453 -0.04901  C78 1.157
91 H -8.87231 -0.90951 0.31821  C63 1.089
92 H -0.03488 -3.54709 -2.46155  C47 1.141
93 H 2.48464 1.23291 -0.98142  C68 1.153
94 H 3.88936 0.90190 -3.75812  C61 1.145
95 H -1.50138 0.97829 -5.11605  C65 1.158
96 H 0.14850 6.28128 8.47414  C46 1.089
97 H 0.20632 5.13113 -2.60574  C59 1.090
98 H -2.92374 0.13062 -3.52724  C60 1.147
99 H -7.79569 -5.53907 3.20012  C79 1.088
100 H 5.67332 -0.33997 -2.19992  C53 1.147
101 H -2.71255 -3.01944 1.53682  C64 1.148
102 H 2.01198 1.83548 -4.94039  C74 1.156
103 H 8.34742 1.36681 1.41980  C50 1.090
104 H 2.64296 -0.20825 -2.85692  C61 1.145
105 H 1.30248 2.49241 -3.38710  C74 1.153
106 H -0.87847 2.29434 -4.00228  C65 1.142
107 H -1.12758 1.64324 2.38058  C56 1.146
108 H 0.52500 -0.41880 -3.30236  C62 1.140
109 H 4.30102 8.09652 0.90471  C45 1.089
110 H -5.51467 -2.78203 -7.44157  C55 1.090
111 H 1.69519 -6.65201 -2.36927  C76 1.088
112 H -1.10204 1.54789 6.09707  C67 1.090
113 H -2.80626 -5.91566 1.97420  C75 1.156
114 H -6.42369 0.04602 -0.34850  C80 1.090
115 H 1.56381 1.69729 0.82483  C51 1.146
116 H 3.81752 9.33294 -0.29892  C45 1.089
117 H -7.07842 -7.07458 2.61725  C79 1.089
118 H 3.78341 -1.89344 2.18678  C54 1.143
119 H -10.36577 -1.31755 1.22061  C63 1.089
120 H -4.70622 -0.46134 -0.26288  C80 1.089
121 H 0.43856 1.81937 3.45427  C56 1.148
122 H 1.11358 2.87312 -8.91851  C48 1.089
123 H 5.42047 2.16977 -1.65851  C78 1.144
124 H 1.88702 2.36013 10.77239  C57 1.089
125 H 0.94307 2.81898 -0.86754  S2 1.391
126 H 1.72450 5.62976 9.02165  C46 1.089
127 H 2.22577 -3.61571 -2.60424  C71 1.141
128 H -3.20748 -3.14773 -1.88224  C66 1.156
129 H 3.91366 -3.45751 -1.70895  C71 1.147
130 H 1.35137 2.91755 9.15618  C57 1.088
131 H 0.57418 -0.02631 -5.09271  C62 1.157
132 H -6.68947 -2.31104 -8.72006  C55 1.089
133 H -2.85369 -5.88624 0.13866  C75 1.141
134 H 1.55639 0.33709 2.04926  C51 1.157
135 H 0.22968 5.21575 9.92014  C46 1.090
136 H -3.59453 -1.75761 -3.00784  C66 1.156
137 H 0.10710 2.99224 2.07663  C56 1.156
138 H -5.77551 -0.69523 1.15699  C80 1.090
139 H -0.03269 -4.17302 -4.18722  C47 1.159
140 H 4.37092 -0.85937 -0.97200  C53 1.142
141 H 0.85665 1.17205 -9.42082  C48 1.089
142 H 6.01476 -0.19193 -0.39811  C53 1.151
143 H 1.03438 6.42713 -3.53957  C59 1.089
144 H 0.07266 1.08343 7.37579  C67 1.087
145 H 10.05628 0.83744 1.52776  C50 1.088
146 H -4.96495 -1.84851 -8.86939  C55 1.089
147 H 2.99231 2.79029 -1.85571  C68 1.160
148 H -1.67836 -4.16480 -0.91584  N31 1.028
149 H 4.52157 7.78070 -0.85218  C45 1.089
150 H 8.97224 0.63662 2.94063  C50 1.089
151 H 4.45568 -2.35257 0.47957  C54 1.141
152 H -0.54026 2.16541 -8.89701  C48 1.090
153 H -10.44863 -0.25312 -0.22719  C63 1.090
154 H 0.62145 2.01769 5.95187  C67 1.088
155 H -1.33563 -4.14866 1.97414  C64 1.159
156 H 3.90822 -3.69798 1.69724  C54 1.153
157 H 2.75357 -1.97923 -1.79944  C71 1.148